{
  "formula": "H7O4",
  "method": "ωB97M-V/def2-TZVPD",
  "charge": -1,
  "de_lowest_kcal_mol": 10.7,
  "total_energy_ev": -8304.7370,
  "gap_ha": 0.3049,
  "lumo_ev": 4.2,
  "elements": ["H", "H", "O", "O", "H", "H", "O", "H", "O", "H", "H"],
  "coordinates": [[-0.3988, 0.6573, 2.3506], [-1.0417, 1.9195, -1.5179], [-1.1521, 1.1334, -0.9665], [-0.6455, -1.7441, -1.3246], [0.9526, 0.2792, 1.8598], [-0.2053, 0.9679, -0.7144], [0.4377, 0.3193, 2.6863], [-1.0316, -0.8876, -1.5659], [1.3080, 0.1763, -0.3046], [0.2225, -1.4459, -0.9893], [1.8923, -0.5480, -0.0541]],
  "forces_ev_per_a": [[-0.036, -0.078, 0.025], [-0.321, -0.156, 0.026], [0.437, 0.729, -0.271], [0.008, -0.125, -0.303], [0.056, -0.073, -0.463], [0.067, -0.849, 0.333], [-0.028, 0.159, 0.060], [0.028, -0.125, 0.218], [-0.054, -0.031, 0.332], [-0.154, 0.377, 0.122], [-0.003, 0.170, -0.079]]
}

---

{
  "formula": "H80O40",
  "method": "ωB97M-V/def2-TZVPD",
  "de_lowest_kcal_mol": 247.8,
  "total_energy_ev": -83195.0677,
  "gap_ha": 0.3279,
  "lumo_ev": -0.4,
  "elements": ["H", "H", "H", "H", "O", "H", "H", "O", "O", "H", "H", "H", "H", "O", "H", "H", "O", "H", "H", "H", "O", "H", "O", "O", "O", "H", "O", "H", "H", "H", "H", "H", "O", "H", "H", "H", "H", "H", "H", "O", "O", "H", "H", "H", "H", "H", "H", "O", "H", "O", "H", "H", "O", "H", "H", "H", "H", "O", "H", "O", "H", "H", "O", "H", "H", "O", "H", "O", "O", "H", "H", "H", "H", "H", "O", "H", "H", "O", "O", "H", "H", "H", "O", "O", "O", "O", "H", "O", "O", "H", "O", "O", "O", "H", "H", "O", "H", "H", "O", "O", "O", "H", "H", "H", "H", "O", "H", "H", "H", "H", "H", "H", "H", "H", "H", "O", "H", "H", "H", "H"],
  "coordinates": [[-2.6399, -2.7321, -3.1848], [-1.1237, -0.2624, -5.2614], [-4.0408, -0.8092, 4.9444], [-1.1815, -2.5605, -3.7512], [-1.6336, 2.3225, 1.2579], [-1.0273, 4.7607, 3.7425], [4.0584, -0.2368, -3.8861], [-1.2809, 2.2586, -4.2307], [1.2650, 5.0258, 0.0696], [-4.3046, -1.5394, -3.7086], [1.8921, 2.7237, -5.2590], [3.8158, -3.5497, 0.6705], [-0.9454, 2.9662, 1.5615], [0.4079, -4.1070, 2.7801], [-2.8851, -4.9597, 3.8833], [3.8272, -2.3116, -4.1212], [-4.8437, 0.3590, -0.1884], [1.4806, 2.5586, 5.3593], [-2.6357, 0.2774, -0.6798], [1.9626, -1.5353, 5.4107], [-4.6468, 3.3920, 1.7952], [-2.6674, 6.1977, 0.4098], [-1.0260, -1.9189, 3.3384], [-1.8700, -0.3042, -0.8263], [-4.5417, -2.6193, -0.4020], [5.2073, 1.8707, 0.8595], [-0.2858, -0.8754, -3.1663], [2.2844, -6.1446, 2.1837], [-4.6344, 3.4753, 2.7478], [-2.2333, -1.2096, -5.0219], [2.2726, 0.3021, 1.8415], [0.7587, -3.1246, -1.9873], [-2.8796, -3.9139, -0.4582], [1.5988, -1.7632, 0.3391], [3.5934, -2.3843, 2.8877], [-0.2463, 1.5052, -0.3077], [-0.0090, -3.3303, 3.2132], [-0.3627, -1.2806, -4.0279], [-4.4025, -2.0681, 0.3730], [2.0030, -1.6198, -0.5254], [-2.0308, 0.4587, 6.3564], [1.2746, 5.1031, -0.8897], [-2.6722, 0.8711, 5.7956], [0.8411, -5.8275, 2.2878], [-1.9247, 4.0281, -3.5301], [1.1100, -3.6958, 2.2613], [0.4807, -0.2861, -3.1573], [-2.3013, 5.5523, -0.2008], [-2.1171, 1.7822, -4.2672], [3.9692, -3.2849, 2.9230], [-3.9895, 0.6643, 4.5770], [-3.8929, 2.8944, 1.4971], [2.4786, 1.9765, -5.4051], [2.8782, 0.2560, 3.1908], [2.2340, 1.4371, -3.6690], [-1.5662, -0.2511, 5.9150], [-5.4201, -2.3333, -0.6724], [4.2518, -2.2359, -3.2624], [2.8326, -4.6445, -1.3989], [2.1779, 1.8873, 5.2094], [1.8742, -0.2201, -6.1305], [-3.7763, -1.6312, -2.3514], [-2.1274, -2.4734, -3.9510], [-0.6763, 3.6966, -1.9284], [-2.8090, 5.7373, -1.0031], [-0.5008, 4.6595, -1.8045], [1.3988, 4.5664, 2.2334], [1.3330, -0.8218, 5.3030], [0.4679, 4.5118, 2.4831], [-1.8980, 2.5522, 0.3644], [4.2527, 0.3093, 3.7870], [5.3145, -0.0800, -3.1304], [-1.4815, 0.2996, -1.4756], [4.0280, -3.4182, 3.8861], [1.2230, -0.8155, -5.7397], [2.9232, 0.3561, -2.5606], [-0.9267, -1.6876, 2.3703], [-4.6305, -1.6473, -2.7993], [-3.6555, -0.1832, 4.2762], [3.6907, -0.2498, 1.0662], [3.3470, 2.2879, -5.1230], [-0.2761, -2.2786, -1.2618], [4.0079, -3.6722, -0.2740], [2.3650, -4.3668, -2.2897], [0.4931, 0.3666, 2.1782], [2.2294, 0.9346, -2.8562], [1.5453, -0.0162, 4.8359], [-1.9961, 4.7410, 3.7369], [-2.0824, -0.3352, -5.4001], [4.9659, -3.5942, -0.3926], [-0.0901, 1.6736, -1.2365], [3.3766, -0.0331, 3.9954], [-0.2124, -3.0850, -1.8391], [3.7766, -2.9084, -2.7322], [-1.7612, -1.3147, 3.5342], [-2.6717, -4.0147, 4.0163], [2.3581, 1.7898, 6.1526], [-4.8753, 0.4559, 0.7958], [3.1200, 0.4369, 1.4108], [-2.7060, 3.7660, -3.0345], [1.4294, -6.5997, 2.3241], [-2.4435, 4.3063, 3.0100], [1.3694, 5.9325, 0.3659], [-0.9190, 2.0701, -5.1004], [2.3163, -5.3109, -2.5028], [4.7230, 0.4891, -3.6709], [0.9496, -1.3677, -6.4830], [-2.4031, 3.1523, -2.3623], [-1.0592, 4.9076, -1.0354], [-2.0992, -3.4245, -0.7179], [0.3545, 0.5840, 3.1213], [0.8764, 1.7129, -1.3024], [5.4199, 1.9613, -0.5698], [-5.2320, -0.5242, -0.2562], [0.4144, 1.2804, 1.8395], [4.7221, 2.1813, 0.0815], [-3.5813, -3.2430, -0.6019], [1.3442, -1.1904, -1.0849], [-1.9235, -3.7633, 3.4607], [0.1100, 5.3649, 2.1384]],
  "forces_ev_per_a": [[0.434, -0.550, 0.278], [-0.399, 0.495, -0.237], [0.612, 0.580, -0.951], [-0.844, -0.754, 0.979], [0.595, 0.271, 0.831], [-0.527, -0.673, -0.751], [1.142, 1.453, 0.140], [0.881, -0.384, -0.781], [0.615, 0.353, 0.345], [-0.673, 0.117, 0.035], [-0.144, 0.203, -0.171], [0.414, -0.119, -0.243], [-0.826, -0.149, -0.628], [0.083, 0.941, 0.032], [0.480, 0.881, -0.148], [-0.014, -0.195, -0.179], [-0.126, -0.294, 1.775], [0.146, -0.152, -0.861], [-0.581, -0.892, 0.717], [0.531, 0.872, -0.672], [-0.809, 0.493, -0.295], [0.130, -0.051, 0.425], [-0.353, 1.271, -2.082], [-0.873, 1.005, -0.175], [-5.758, 4.285, 1.630], [-0.668, 0.223, 0.378], [0.320, 0.907, 0.656], [-0.421, -0.687, 0.199], [0.244, -0.182, 0.205], [-0.550, -0.280, 0.287], [-0.617, -1.316, -1.063], [-0.699, -0.508, 0.084], [2.787, -1.458, -0.188], [-0.205, 0.226, -0.290], [0.250, -0.251, 0.064], [-0.216, -0.197, 0.418], [0.163, -0.609, 0.020], [0.813, 0.588, -0.096], [0.637, -0.326, 0.478], [0.208, -0.021, -0.011], [0.642, 0.374, 1.638], [-0.410, -0.300, -0.264], [0.162, -0.221, -0.578], [-0.312, -0.412, 0.303], [-0.035, -0.249, 0.186], [0.034, -0.204, 0.037], [0.187, 0.140, -0.466], [-0.848, 0.511, 0.177], [-0.177, -0.112, 0.099], [-0.387, 0.712, 0.384], [-0.247, 0.218, -0.287], [0.666, -0.324, 0.234], [0.035, 0.063, 0.085], [1.111, -0.313, 1.340], [1.110, -0.568, -0.549], [-0.095, -0.054, -0.494], [-0.277, -0.512, -0.917], [-0.267, -0.311, 0.258], [-0.931, 2.210, -1.655], [-1.267, 1.518, 0.870], [-0.058, 0.270, 0.218], [-0.209, 0.326, 0.652], [-0.048, -0.628, -0.894], [0.715, 0.981, 0.199], [0.067, -0.376, -0.258], [-0.022, -1.018, -0.254], [-0.035, -0.322, -0.141], [-2.465, -0.736, 1.046], [-0.388, 1.010, 0.230], [0.270, 0.443, -0.155], [-0.001, 0.052, 0.099], [-0.164, 0.677, -0.481], [1.086, -0.746, -0.519], [0.033, -0.235, -0.544], [0.038, -0.199, -0.352], [0.822, 0.431, -0.674], [0.140, -0.457, 1.288], [0.663, 0.068, -0.794], [-0.799, -1.033, 0.577], [-0.976, -0.632, 0.086], [0.200, -0.062, -0.097], [-0.394, -1.071, -1.074], [0.306, -0.068, 0.312], [1.688, -2.187, 2.664], [0.182, 1.348, 0.812], [-2.684, -0.066, 1.908], [1.414, -0.332, 0.317], [-0.532, 0.761, 1.174], [0.654, 0.598, -0.696], [-0.330, -0.076, 0.293], [0.319, 0.367, -0.049], [0.372, -0.320, -0.925], [0.736, 0.734, 1.159], [0.042, 0.284, -0.101], [-0.060, -0.315, 0.586], [-0.540, -0.616, 0.265], [0.666, -0.838, 0.022], [0.111, 0.457, -1.014], [0.908, 1.913, -0.215], [-1.617, 0.785, 0.516], [0.836, 0.727, -0.448], [0.854, -0.175, -0.406], [0.172, 0.232, -0.050], [0.192, -0.133, -0.088], [-0.743, 0.162, -1.293], [-0.378, -2.118, 0.056], [-0.049, -0.024, 0.093], [0.031, -0.026, -0.237], [0.695, -0.066, -0.532], [0.826, -0.503, -0.082], [-0.097, -0.826, -0.178], [0.055, -0.043, -0.527], [-0.797, 0.468, -0.165], [0.069, 0.479, -0.744], [-0.097, -0.617, -0.454], [1.647, -0.493, -0.448], [1.892, -2.191, -0.597], [-0.040, 0.176, 0.214], [-0.288, -0.353, -0.042], [0.233, -1.130, 0.191]]
}

---

{
  "formula": "H80O40",
  "method": "ωB97M-V/def2-TZVPD",
  "de_lowest_kcal_mol": 350.8,
  "total_energy_ev": -83190.6030,
  "gap_ha": 0.3599,
  "lumo_ev": -0.9,
  "elements": ["O", "H", "O", "H", "H", "H", "O", "H", "O", "H", "O", "O", "H", "H", "O", "H", "H", "O", "H", "H", "H", "H", "H", "H", "H", "H", "O", "H", "O", "H", "H", "O", "H", "H", "O", "H", "H", "H", "O", "O", "H", "H", "O", "H", "H", "O", "H", "H", "H", "H", "H", "O", "O", "H", "H", "H", "O", "H", "H", "H", "H", "O", "H", "O", "H", "O", "H", "O", "H", "H", "H", "H", "H", "H", "O", "O", "H", "O", "O", "H", "H", "H", "H", "O", "H", "H", "O", "O", "O", "O", "H", "H", "H", "H", "H", "H", "H", "H", "H", "H", "H", "O", "O", "H", "O", "H", "H", "H", "H", "O", "H", "H", "O", "H", "O", "O", "O", "H", "H", "H"],
  "coordinates": [[-3.0436, 2.1440, 1.6487], [2.6516, -4.6203, -0.7670], [-4.2535, -0.3151, -1.0608], [5.0115, -0.2569, -4.2784], [1.8114, -1.9954, -3.5276], [-0.6832, 0.8699, 3.5036], [-1.2798, -2.6823, 1.3347], [3.3675, -5.6857, 0.0337], [4.6263, -0.0301, -4.9968], [6.3016, -1.5635, 1.9922], [-4.8197, -2.4199, -2.6461], [2.6675, -5.6401, -0.4985], [5.8577, 1.2454, -0.1930], [-3.2615, -4.6931, 0.4521], [1.3910, 0.3197, 2.2728], [-1.0344, 4.6246, 2.5463], [2.2682, 2.6246, 4.1132], [-1.9186, 4.6595, 2.4149], [1.0804, 6.1676, -1.9232], [-5.6256, -1.1112, 1.3816], [2.6581, -2.7765, 0.9087], [-2.9476, 2.4055, 0.7492], [-5.0219, 4.1590, -0.2069], [4.1080, 1.1436, 2.3539], [0.4494, -6.1770, -0.6016], [-2.9513, -5.0342, -2.3157], [3.2402, 2.6613, 3.7616], [4.8229, 0.9291, 3.7237], [2.4914, 1.9843, -5.3242], [5.5885, -2.9521, 2.2546], [1.3301, 0.2629, -1.3746], [-5.6339, 3.7451, 0.3862], [-0.2680, -4.9842, -0.5526], [-1.1383, 3.6401, -4.3392], [2.4308, 2.8561, -2.5791], [0.5797, 3.8422, -1.6699], [-1.7751, -5.2776, -1.4657], [-0.2903, -1.0365, 0.0776], [-3.5131, -2.8009, 3.3182], [1.0619, 0.4594, -2.3298], [4.3952, -3.7085, -0.2544], [-1.8418, -0.7596, 3.5720], [-4.9168, 1.3684, -3.8333], [-0.5060, -0.3090, -1.3407], [3.2024, 3.0175, -2.1188], [-0.3069, -5.9156, -0.8795], [-1.2578, -3.6090, 1.6231], [1.7563, -1.1295, 2.4150], [0.2307, 2.9253, -2.6971], [-1.2672, 2.1443, -4.1751], [3.6176, 3.5363, 3.7804], [2.0634, -3.5449, 0.7898], [-1.7678, 0.3605, -3.3757], [-0.5766, 6.3700, -1.5210], [5.5141, -3.0359, -0.0241], [4.8145, 4.3363, -0.4172], [-0.0896, 3.7114, -2.2769], [5.9313, -0.3926, -0.2842], [-1.0349, -2.8352, -1.5871], [-3.0419, 1.1035, 5.6502], [0.8131, 1.0211, 2.0362], [4.2568, 3.5485, -0.3011], [-2.0077, 1.6475, -1.2880], [3.4551, -0.4117, 0.7894], [-0.9654, 0.3815, -2.9453], [-2.7569, -5.1864, -1.2620], [3.7346, 0.0504, -4.8164], [-0.9021, -0.8114, -0.6193], [-2.8554, 1.2381, 1.3579], [-0.0016, 0.9199, 6.5582], [-3.2480, 4.0861, -0.9161], [1.9852, -4.0614, 1.6254], [-4.7516, -1.6175, -2.4962], [-1.5897, 1.0372, 5.7084], [-1.4232, 2.0975, -0.6226], [-3.6998, -4.2888, 1.2300], [-5.3907, 0.8523, -3.2076], [-0.3483, -2.8477, -2.2409], [4.9393, 0.7697, 2.7112], [-3.5407, 3.8695, -2.3421], [4.5992, 3.2860, 0.6092], [2.5465, 1.9603, -2.3955], [-4.4655, 0.4890, -0.6373], [-3.9242, 4.0905, -1.5185], [-2.4893, -0.2557, -3.0633], [-0.8195, 2.7577, -1.2197], [0.4018, 6.2999, -1.2878], [5.7455, -2.2748, 1.6244], [-2.3445, 0.8558, 6.2853], [2.0814, -1.9757, 2.7261], [-3.1938, -0.3430, 3.0773], [-4.5179, 0.6833, -4.4190], [1.5096, -0.1910, -2.8116], [-2.0827, -2.4556, 0.8742], [0.0450, -3.6814, -2.1054], [-1.2430, 1.9222, 2.3473], [-6.0844, 0.1570, 1.8821], [1.6360, 2.3354, -5.8198], [1.0528, 0.4631, 5.5445], [2.6328, -1.6546, 3.4931], [3.7294, -0.4588, 1.6853], [0.9171, 0.6211, 6.4974], [-0.3977, 1.7127, 3.0819], [-3.6140, -3.3459, 2.4969], [6.4206, 0.4353, -0.5586], [2.5909, -0.4148, 0.5248], [-2.9051, -3.1637, 3.7897], [2.6772, -1.8295, -4.7543], [-4.6754, -4.4168, 0.9435], [-0.6566, 2.8116, -4.4269], [-2.3705, 3.9685, 2.0777], [1.4794, 0.2416, 3.2885], [5.0748, -3.3461, -0.7083], [-4.4409, -2.6137, -1.7620], [-5.4167, -0.2101, 1.4199], [2.4260, -1.4010, -3.8792], [-2.3168, -0.0104, 3.2947], [2.1212, 2.1565, -4.4323], [-3.3883, -0.6752, -0.8420], [-5.2984, 2.8509, 0.4971]],
  "forces_ev_per_a": [[0.020, -1.301, 0.164], [-0.201, -3.405, 1.108], [0.222, -1.816, -1.703], [4.178, -2.455, 7.619], [-1.655, -1.654, 0.966], [-0.221, 1.203, -0.863], [1.404, -0.123, 0.277], [4.464, -0.502, 3.381], [-1.158, 1.940, -8.131], [-0.421, -0.596, 0.057], [0.049, -11.918, -0.483], [-4.419, 2.887, -4.834], [1.626, -2.983, -1.150], [0.165, 0.163, 0.074], [2.213, -1.538, 2.188], [3.885, -1.036, 0.251], [2.829, 0.875, -0.975], [-2.481, 5.022, 1.288], [-0.243, -0.093, -1.595], [-0.305, -2.110, -0.244], [-0.611, -0.549, 0.708], [0.324, 1.883, -1.573], [0.052, 0.271, -0.687], [0.555, 0.108, 0.352], [8.513, -3.519, 2.606], [-0.355, -0.363, 3.885], [-2.611, -1.290, 0.732], [0.317, -0.216, -2.768], [-3.676, 1.265, -0.861], [0.120, -0.621, 1.173], [-0.510, 0.598, -1.947], [-0.852, -0.462, 1.134], [-0.138, -0.832, -0.064], [0.189, 0.004, 0.003], [-1.672, 0.974, -1.088], [2.462, 1.281, 2.190], [-1.502, -0.581, 1.135], [0.420, -0.104, 0.153], [-6.304, 3.627, -4.958], [-0.868, 1.279, 3.670], [-3.860, -2.030, 1.618], [0.647, -1.970, 0.400], [1.187, -0.263, -1.495], [0.441, -0.193, 0.544], [3.087, 2.445, 1.597], [-7.353, 4.575, -2.116], [-0.544, 0.596, -0.312], [-0.647, -0.015, -0.980], [0.255, -0.577, -1.306], [-1.144, -1.283, 0.148], [-0.456, 0.577, 0.327], [0.173, -0.107, -0.265], [-4.419, -0.112, -1.868], [2.712, -0.334, -0.535], [4.128, 2.974, 4.808], [-0.343, -0.120, -0.480], [-2.327, -0.075, -0.114], [0.404, 1.578, -0.379], [-0.587, 0.604, 0.649], [-0.007, -0.224, 0.545], [-1.328, 1.379, 0.545], [1.359, 0.033, 2.070], [0.894, 0.558, 0.652], [4.265, 0.087, -2.384], [2.642, -0.736, 1.756], [1.076, 0.913, -5.229], [-2.807, 0.663, 0.416], [-1.520, 0.100, -0.128], [-0.069, -0.789, 1.319], [0.280, -0.079, 0.319], [3.005, 0.048, 2.251], [0.363, 1.180, -0.872], [0.234, 12.960, 1.019], [-0.111, -0.037, 0.104], [0.420, 0.933, -1.979], [-2.773, -0.935, -1.873], [-0.764, -0.569, 1.000], [-0.032, 0.875, -0.914], [-0.725, 0.245, 2.539], [0.447, -0.405, -1.426], [-0.982, 0.039, -1.589], [-1.089, -3.305, -0.191], [0.032, 1.138, 1.148], [-2.592, 0.420, -1.326], [1.904, 0.974, -0.054], [-1.925, -1.363, 1.262], [-2.372, 0.554, 2.215], [0.438, 1.375, -0.754], [-0.027, 0.344, -0.821], [1.599, -0.358, 2.857], [-0.184, -0.281, 0.076], [-0.375, 0.896, 0.473], [1.340, -1.757, -1.852], [-0.553, -0.478, 0.079], [1.010, -1.691, -0.115], [2.933, -0.798, 3.296], [-3.460, 2.189, 2.535], [2.710, -1.202, 0.972], [-0.095, 0.089, 0.746], [-0.596, -0.974, -0.969], [-0.537, -0.346, 1.171], [-0.067, -0.005, -0.865], [-3.391, 1.150, -2.241], [0.320, 0.506, 0.962], [-2.165, 1.329, 1.471], [-3.179, -0.014, 0.368], [5.967, -3.654, 4.752], [-0.268, 1.051, 1.559], [2.245, 0.303, 0.979], [0.668, 0.635, -1.250], [-1.357, -3.829, -1.397], [-0.679, 1.069, -2.706], [-0.325, -0.978, -6.804], [-0.393, -1.294, -0.621], [3.796, 0.101, -2.026], [1.660, 0.242, -2.353], [-1.074, 1.363, -0.484], [0.858, -0.026, -0.294], [0.240, 0.731, 0.520], [-0.043, 0.074, 0.106]]
}